1.
{"formula": "C7H15N3", "method": "ωB97M-V/def2-TZVPD", "symbols": ["C", "C", "C", "C", "C", "C", "C", "N", "N", "N", "H", "H", "H", "H", "H", "H", "H", "H", "H", "H", "H", "H", "H", "H", "H"], "positions_angstrom": [[0.8849, 0.2811, 0.0819], [1.9187, -0.4290, -0.5438], [-1.2963, -0.9206, -0.5785], [-0.5057, 0.0956, 0.1241], [2.0693, -1.7685, -0.7183], [-0.7065, 1.3956, 2.2313], [-1.5616, 2.2984, 0.1084], [3.1982, -2.3706, -1.0596], [-1.2460, -1.6368, -1.6556], [-1.3299, 1.0722, 0.9216], [1.2800, 1.1129, 0.6739], [2.8255, 0.2152, -0.6663], [-2.2758, -0.8717, -0.1377], [1.1705, -2.4059, -0.6318], [-1.3365, 2.1424, 2.7646], [-0.9494, 0.5358, 2.9496], [0.3522, 1.7407, 2.1711], [-2.2531, 2.0326, -0.7381], [-2.0193, 3.0559, 0.8110], [-0.6091, 2.7035, -0.3214], [3.1694, -3.2480, -1.4571], [3.9543, -1.8329, -1.3518], [-2.0461, -2.3176, -1.8270], [-0.4452, -1.5320, -2.2252], [-2.2423, 0.6517, 1.0745]], "atomic_forces_ev_per_a": [[-0.588, -0.174, 0.038], [1.242, 2.224, 0.574], [-0.555, 3.289, 2.187], [0.351, -2.139, -1.457], [-0.960, -1.384, -0.910], [-1.329, -0.502, 2.841], [-0.755, 1.449, -0.534], [-1.941, 1.437, 0.854], [-1.073, -1.101, 0.765], [1.527, -0.453, -0.815], [-0.258, 0.085, -0.649], [-0.619, -0.823, 0.255], [-0.657, -0.734, 0.104], [0.789, 0.011, 0.254], [0.580, 0.152, -0.907], [1.308, 0.672, -1.260], [-1.146, -0.516, 0.068], [0.653, 0.399, 0.881], [0.377, -0.729, -1.085], [-0.783, -0.536, 0.602], [-0.080, -2.467, -0.528], [1.675, 1.188, -0.276], [1.675, 1.283, -0.234], [0.699, -0.597, -1.110], [-0.131, -0.034, 0.342]], "mulliken_charge": [0.06, -1.13, -0.26, 0.57, 0.18, -0.81, -0.71, -0.33, -0.29, -0.06, 0.09, 0.28, 0.35, 0.36, 0.42, 0.36, 0.33, 0.35, 0.39, 0.32, 0.25, 0.24, 0.32, 0.31, 0.42], "homo_lumo_gap_ev": 7.3433, "smiles": "C[NH+](C)/C(C=[NH2+])=C/C=C/N", "charge": 2, "relative_energy_kcal_mol": 73.2}

2.
{"formula": "C17H55O13Ti", "method": "ωB97M-V/def2-TZVPD", "symbols": ["Ti", "C", "C", "O", "O", "H", "H", "H", "C", "O", "H", "H", "H", "H", "C", "O", "H", "H", "H", "H", "C", "O", "H", "H", "H", "H", "C", "O", "H", "H", "H", "H", "C", "O", "H", "H", "H", "H", "C", "O", "H", "H", "H", "H", "C", "O", "H", "H", "H", "H", "C", "C", "O", "H", "H", "H", "H", "H", "H", "C", "C", "O", "H", "H", "H", "H", "H", "H", "C", "C", "O", "H", "H", "H", "H", "H", "H", "C", "C", "O", "H", "H", "H", "H", "H", "H"], "positions_angstrom": [[-1.9946, -0.5658, -3.2415], [-0.1952, 0.8411, 0.5259], [-0.8547, 0.1666, -0.6538], [-0.1855, -0.5311, -1.4535], [-2.0842, 0.3597, -0.8878], [0.8832, 0.9478, 0.4219], [-0.3196, 0.2694, 1.4481], [-0.6969, 1.7989, 0.6556], [2.8321, 2.1356, 3.6723], [3.1045, 3.4381, 3.1855], [3.6613, 1.4317, 3.5323], [2.6176, 2.1746, 4.7368], [1.9904, 1.7538, 3.0827], [3.1985, 3.3703, 2.2147], [-3.8875, 3.2576, -1.0289], [-3.8578, 2.3210, 0.0297], [-3.0277, 3.9429, -1.0202], [-3.8495, 2.7693, -2.0080], [-4.7942, 3.8584, -0.9717], [-3.1678, 1.6737, -0.2433], [-4.4720, -0.3603, 1.8340], [-3.1143, -0.7647, 1.6458], [-5.0177, -1.1928, 2.2754], [-4.4839, 0.5377, 2.4608], [-4.9374, -0.0987, 0.8804], [-2.7614, -0.3483, 0.8467], [3.6615, -1.4476, 1.4851], [4.0030, -2.3471, 0.4640], [2.7974, -0.8173, 1.2330], [3.4355, -1.9376, 2.4352], [4.4666, -0.7215, 1.6309], [3.2637, -2.4055, -0.1682], [-0.9655, 2.1300, -4.1644], [-2.3418, 1.7012, -4.0046], [-0.8119, 3.1657, -3.8609], [-0.3320, 1.4388, -3.6093], [-0.7126, 2.0683, -5.2273], [-2.8666, 2.3926, -4.4178], [2.9523, 1.4127, -2.3496], [3.3714, 2.7890, -2.3403], [3.6052, 0.8145, -2.9931], [2.9752, 0.9471, -1.3684], [1.9706, 1.3488, -2.8293], [3.7642, 2.9291, -3.2049], [1.7102, 4.0422, 0.3370], [2.8689, 3.2362, 0.4530], [2.0022, 5.0541, 0.0265], [0.9741, 3.7066, -0.4023], [1.1840, 4.1341, 1.2846], [3.1361, 2.9946, -0.4439], [3.5290, -3.5358, -2.7141], [2.5058, -2.4346, -2.8755], [2.1835, -1.8977, -1.5917], [3.2222, -4.2983, -2.0038], [4.5260, -3.1537, -2.4861], [3.7034, -4.0175, -3.6833], [1.6041, -2.8453, -3.3468], [2.8271, -1.6169, -3.5314], [1.3199, -1.4453, -1.6343], [-0.7703, 2.8712, 3.5512], [-1.6948, 1.6985, 3.6770], [-2.3959, 1.8228, 4.9347], [-0.0761, 2.8344, 2.7007], [-0.0154, 3.0115, 4.3284], [-1.3248, 3.7950, 3.3841], [-1.2111, 0.7200, 3.6331], [-2.4441, 1.7582, 2.8822], [-3.2970, 1.5305, 4.7724], [-3.2303, -3.2756, -1.0340], [-2.2369, -3.8842, -2.0196], [-1.2878, -2.9366, -2.5015], [-2.7794, -2.7075, -0.2171], [-3.7637, -4.0806, -0.5196], [-3.9767, -2.7003, -1.5823], [-2.8297, -4.2446, -2.8618], [-1.7706, -4.7820, -1.6072], [-0.8860, -2.5210, -1.7187], [0.0189, -2.8606, 1.8644], [0.5291, -4.0475, 1.0520], [-0.1681, -5.2196, 1.4919], [-1.0342, -2.6821, 1.6183], [0.5196, -1.9063, 1.6998], [-0.0209, -3.1109, 2.9256], [1.6104, -4.1412, 1.1660], [0.2355, -3.9973, 0.0049], [0.1825, -5.5146, 2.3371]], "atomic_forces_ev_per_a": [[0.360, -0.211, 1.071], [-0.177, -0.109, 0.117], [-0.027, 0.273, -0.113], [0.146, -0.504, -0.808], [-0.162, 0.082, -0.132], [-0.037, 0.144, -0.365], [-0.377, -0.094, -0.091], [0.192, 0.068, 0.177], [-0.029, -0.006, -0.830], [0.313, 0.028, 0.011], [0.140, 0.153, -0.016], [-0.232, 0.128, -0.033], [-0.176, -0.372, 0.493], [0.104, -0.028, 0.520], [0.201, 0.207, -0.203], [0.529, -0.158, -0.495], [-0.045, 0.015, 0.241], [-0.213, -0.129, 0.002], [-0.032, -0.081, 0.099], [-0.434, 0.162, 0.394], [0.545, 0.220, -0.420], [0.013, -0.240, -0.025], [0.026, 0.126, 0.185], [-0.316, -0.168, 0.108], [-0.044, -0.024, 0.062], [-0.289, 0.053, 0.058], [-0.212, 0.808, -0.032], [-0.168, -0.345, -0.122], [-0.112, -0.226, -0.115], [0.096, -0.134, 0.013], [0.186, -0.243, 0.144], [0.261, 0.222, 0.141], [-0.199, -0.068, -0.782], [0.820, 0.093, 0.289], [-0.109, -0.119, 0.397], [0.035, 0.156, 0.127], [0.162, -0.113, 0.121], [-0.435, -0.344, 0.082], [0.030, -0.200, -1.119], [-0.051, -0.662, 0.194], [0.174, 0.040, 0.196], [-0.165, 0.323, 0.152], [-0.189, -0.137, 0.477], [0.115, 0.378, 0.131], [-0.221, 1.010, -0.450], [-0.577, -0.400, -0.076], [-0.085, -0.035, 0.100], [0.239, -0.398, -0.010], [0.293, -0.220, 0.199], [0.295, 0.243, 0.060], [0.703, 0.194, -1.012], [-0.499, -0.077, 0.160], [-0.203, -0.085, -0.183], [-0.042, 0.090, 0.139], [-0.186, 0.107, 0.567], [-0.352, -0.105, 0.040], [-0.035, -0.040, 0.148], [0.354, -0.155, -0.013], [0.265, 0.098, 0.218], [1.298, 0.687, -0.745], [-0.613, 0.234, 0.466], [0.100, -0.100, -0.319], [-0.462, -0.489, -0.325], [-0.625, -0.140, 0.599], [-0.099, 0.010, 0.397], [0.154, 0.079, -0.040], [0.209, -0.192, -0.195], [0.021, -0.048, 0.183], [-0.021, -0.572, 0.152], [-1.077, -0.400, 0.285], [-0.141, 0.775, 0.002], [0.117, 0.246, -0.245], [-0.042, -0.052, -0.172], [0.087, 0.336, 0.209], [0.309, 0.156, -0.279], [0.437, 0.273, 0.129], [0.168, -0.050, -0.196], [-0.944, 0.125, -0.355], [-0.584, 0.037, 0.774], [0.196, -0.271, -0.135], [0.020, -0.031, -0.078], [0.383, -0.190, 0.035], [0.452, 0.087, 0.052], [0.049, -0.167, -0.260], [0.394, 0.351, -0.139], [0.042, 0.114, 0.012]], "mulliken_charge": [0.12, -0.12, 0.97, -0.49, -0.79, 0.05, -0.10, 0.32, -0.12, -0.55, 0.24, 0.30, -0.19, 0.40, -0.58, -0.47, 0.25, 0.11, 0.31, 0.38, -0.70, -0.38, 0.31, 0.12, 0.29, 0.11, -0.25, -0.57, -0.21, 0.34, 0.32, 0.31, -0.27, -0.50, 0.33, -0.22, 0.37, 0.28, 0.16, -0.62, 0.35, -0.04, -0.13, 0.32, -0.40, -0.57, 0.35, 0.15, 0.21, 0.18, -1.51, 0.14, 0.11, 0.29, 0.32, 0.43, 0.22, 0.25, 0.09, -0.73, 0.65, -0.59, -0.21, 0.43, 0.28, 0.10, -0.26, 0.33, -0.85, -0.40, -0.48, 0.14, 0.41, 0.26, 0.41, 0.30, 0.20, -0.36, 0.03, -0.58, 0.05, -0.21, 0.49, 0.32, -0.10, 0.32], "homo_lumo_gap_ev": [6.1263, 9.0499], "multiplicity": 4, "charge": 0, "s2": 3.75}

3.
{"formula": "C3H8N2O3S", "method": "ωB97M-V/def2-TZVPD", "symbols": ["C", "C", "C", "N", "N", "O", "O", "O", "S", "H", "H", "H", "H", "H", "H", "H", "H"], "positions_angstrom": [[1.0156, 1.2863, 0.9991], [1.4447, 0.0425, 0.1441], [-0.9412, -1.1426, -2.2351], [-0.4085, 1.3166, 1.2005], [0.4028, -0.7685, -0.3914], [-2.4082, -0.2274, 0.7944], [-0.7395, -0.9195, 2.4599], [-0.1888, -0.1925, -1.4987], [-1.0451, -0.2546, 1.2240], [1.5669, 1.2491, 1.9470], [1.2934, 2.2027, 0.4728], [2.0736, 0.3901, -0.6816], [2.0275, -0.6291, 0.7793], [-1.8338, -0.6349, -2.5983], [-1.2306, -1.9786, -1.5983], [-0.3456, -1.5105, -3.0761], [-0.6833, 1.7710, 2.0585]], "atomic_forces_ev_per_a": [[0.777, 0.362, -0.121], [0.596, 0.681, 0.023], [-0.115, -0.360, -0.138], [-0.714, -0.910, -0.278], [-2.865, -0.331, 1.554], [-0.041, 0.023, -0.369], [0.339, -0.177, 0.021], [0.705, 0.689, 0.564], [1.546, -0.061, -1.453], [-0.055, 0.008, -0.142], [0.018, -0.107, 0.072], [-0.043, -0.128, 0.092], [-0.087, 0.061, -0.123], [0.075, 0.000, 0.014], [0.009, 0.069, 0.003], [-0.060, 0.014, 0.086], [-0.085, 0.167, 0.197]], "mulliken_charge": [-0.47, -0.38, -0.57, -0.36, -0.42, -0.55, -0.57, -0.10, 0.98, 0.29, 0.33, 0.36, 0.33, 0.23, 0.31, 0.28, 0.32], "homo_lumo_gap_ev": [9.0963, 9.0968], "charge": 0, "relative_energy_kcal_mol": 101.6}

4.
{"formula": "C4H11N3", "method": "ωB97M-V/def2-TZVPD", "symbols": ["C", "C", "C", "N", "C", "N", "N", "H", "H", "H", "H", "H", "H", "H", "H", "H", "H", "H"], "positions_angstrom": [[1.7624, 0.1707, -0.6177], [0.7776, -0.9987, -0.4769], [-0.5945, -0.5383, 0.0045], [-2.9744, 0.5016, 1.5271], [-1.7450, 0.7696, 1.7045], [-0.7123, -0.1131, 1.3965], [1.5685, 1.0142, -1.8213], [1.7038, 0.7974, 0.2731], [2.7789, -0.2162, -0.6500], [1.1472, -1.6970, 0.2848], [0.6350, -1.4307, -1.4697], [-0.9043, 0.2948, -0.6471], [-1.3524, -1.2870, -0.2475], [-3.0272, -0.5123, 1.4111], [-1.4222, 1.8143, 1.7953], [0.1128, -0.2571, 1.9586], [0.6035, 1.3425, -1.8387], [1.6428, 0.3452, -2.5866]], "atomic_forces_ev_per_a": [[-0.049, 0.229, -0.041], [-0.217, 0.783, 0.930], [-1.013, 0.246, -0.943], [0.588, 0.046, 0.589], [-0.011, 0.645, -1.065], [0.798, -1.242, -0.244], [-0.151, -0.874, 0.462], [0.008, 0.129, 0.004], [0.105, -0.004, -0.064], [0.164, -0.320, -0.524], [0.148, -0.483, 0.252], [0.082, 0.164, 0.173], [0.172, -0.322, 0.228], [-0.266, -0.039, -0.218], [-0.328, -0.052, 0.669], [-0.201, 0.620, 0.086], [0.193, 0.043, -0.034], [-0.022, 0.431, -0.261]], "mulliken_charge": [-0.61, -0.63, -0.58, -0.54, -0.09, -0.28, -0.62, 0.35, 0.32, 0.32, 0.30, 0.29, 0.31, 0.28, 0.39, 0.26, 0.27, 0.27], "homo_lumo_gap_ev": 10.1150, "smiles": "[H]/N=C\\NCCCN", "charge": 0, "relative_energy_kcal_mol": 46.6}

5.
{"formula": "C18H15ClTb", "method": "ωB97M-V/def2-TZVPD", "symbols": ["C", "C", "C", "H", "C", "C", "H", "H", "H", "H", "Tb", "Cl", "C", "C", "C", "H", "C", "C", "H", "H", "H", "H", "C", "C", "C", "C", "C", "C", "C", "C", "H", "H", "H", "H", "H"], "positions_angstrom": [[-2.4025, -0.9947, -1.8775], [-1.7498, -1.1794, -3.1478], [-1.4918, 0.1147, -3.6931], [-1.5474, -2.1413, -3.6363], [-1.9456, 1.0983, -2.7679], [-2.5240, 0.4144, -1.6469], [-3.0065, 0.8888, -0.7862], [-2.7997, -1.7880, -1.2418], [-1.0840, 0.3198, -4.6892], [-1.9390, 2.1822, -2.9268], [-0.0455, -0.2993, -1.3413], [0.1417, -2.5356, -0.2178], [2.5482, 0.0921, -1.5506], [2.0887, 1.3281, -2.1234], [1.5513, 1.0355, -3.4138], [2.1729, 2.3171, -1.6745], [1.6519, -0.3784, -3.6354], [2.2486, -0.9700, -2.4737], [2.4986, -2.0212, -2.3438], [3.0070, -0.0242, -0.5693], [1.1992, 1.7678, -4.1391], [1.3767, -0.9007, -4.5535], [0.0580, 0.8907, 0.5890], [0.0442, 0.4363, 1.7454], [0.0440, 0.1567, 3.1245], [-0.4860, -1.0144, 3.7231], [-0.5512, -1.0948, 5.1119], [-0.0763, -0.0421, 5.9098], [0.5029, 1.0926, 5.3082], [0.5816, 1.1754, 3.9255], [-0.8416, -1.8324, 3.0851], [-0.9877, -1.9693, 5.5886], [-0.1545, -0.0880, 6.9979], [0.8838, 1.9146, 5.9113], [1.0338, 2.0485, 3.4297]], "atomic_forces_ev_per_a": [[-0.816, 0.495, -0.791], [-0.674, 0.560, 0.207], [-0.600, -0.174, 0.352], [0.002, 0.539, 0.356], [-0.310, -0.687, 0.059], [-0.332, -0.387, -0.566], [0.347, -0.255, -0.362], [0.332, 0.328, -0.175], [0.029, -0.125, 0.644], [0.171, -0.539, 0.180], [1.238, 0.435, -1.744], [0.035, -0.970, 0.335], [-0.114, 0.029, -0.733], [0.163, -1.010, -0.353], [0.470, -0.771, 0.527], [-0.091, -0.360, -0.075], [0.316, 0.537, 0.803], [0.474, 1.099, -0.257], [-0.166, 0.318, 0.021], [-0.195, 0.021, -0.285], [-0.100, -0.231, 0.303], [-0.044, 0.151, 0.416], [-0.186, 0.109, 2.483], [-0.077, 0.684, -2.450], [0.024, -0.359, 0.891], [0.161, 0.472, -0.246], [0.225, 0.440, 0.117], [0.116, 0.298, -0.287], [-0.202, -0.565, 0.136], [-0.020, 0.188, 0.359], [0.117, 0.438, 0.245], [0.091, 0.088, -0.101], [0.015, -0.071, -0.314], [-0.065, -0.214, 0.006], [-0.334, -0.510, 0.301]], "mulliken_charge": [-0.44, -0.60, -0.30, 0.34, -0.51, -0.53, 0.46, 0.46, 0.46, 0.36, 0.78, -0.56, -0.62, -0.61, -0.37, 0.38, -0.35, -0.57, 0.46, 0.43, 0.42, 0.42, -0.61, -0.16, 0.58, -0.46, -0.37, -0.39, -0.45, -0.42, 0.41, 0.35, 0.34, 0.34, 0.36], "homo_lumo_gap_ev": [7.2960, 7.4105], "multiplicity": 7, "charge": -1, "s2": 12.68, "relative_energy_kcal_mol": 0.0}